Record 1
# C16H28F6O20PS4

7 unconnected molecules or ions with the total composition C16H28F6O20PS4 (ωB97M-V with the def2-TZVPD basis set, OMol25).

As for the net charge: -1. The HOMO energy is -8.36 eV. For the maximum force, the calculation gives 8.192 eV Å⁻¹.

Last columns: bonded neighbours and bond lengths (Å).
Cartesian coordinates (Å):
1 P 0.493 0.985 0.528  F2 1.604, F3 1.607, F4 1.640, F5 1.655, F6 1.594, F7 1.616
2 F 1.859 1.826 0.566  P1 1.604
3 F 0.071 2.407 -0.091  P1 1.607
4 F 0.894 0.485 -0.981  P1 1.640
5 F -0.942 0.211 0.248  P1 1.655
6 F 1.054 -0.403 1.077  P1 1.594
7 F 0.165 1.314 2.076  P1 1.616
8 O -0.577 -6.623 -8.006  C9 1.173
9 C -1.081 -5.565 -8.055  O8 1.173, O10 1.258, C13 1.481
10 O -1.593 -5.023 -7.042  C9 1.258, C11 1.453
11 C -1.973 -3.629 -7.189  O10 1.453, C12 1.545, H14 1.090, H15 1.090
12 C -2.112 -3.591 -8.727  C11 1.545, C13 1.580, H16 1.090, H17 1.090
13 C -1.119 -4.699 -9.257  C9 1.481, C12 1.580, H18 1.090, H19 1.090
14 H -1.184 -2.941 -6.883  C11 1.090
15 H -2.952 -3.306 -6.834  C11 1.090
16 H -1.830 -2.705 -9.296  C12 1.090
17 H -3.114 -3.885 -9.040  C12 1.090
18 H -0.145 -4.277 -9.503  C13 1.090
19 H -1.642 -5.157 -10.097  C13 1.090
20 O -7.023 4.034 3.874  C21 1.266
21 C -7.494 3.554 2.802  O20 1.266, O22 1.274, C25 1.509
22 O -8.617 4.001 2.397  C21 1.274, C23 1.399
23 C -9.014 3.202 1.321  O22 1.399, C24 1.448, H26 1.090, H27 1.090
24 C -7.843 2.561 0.759  C23 1.448, C25 1.539, H28 1.090, H29 1.090
25 C -6.949 2.398 2.000  C21 1.509, C24 1.539, H30 1.090, H31 1.090
26 H -9.523 3.840 0.599  C23 1.090
27 H -9.666 2.367 1.578  C23 1.090
28 H -7.316 3.147 0.006  C24 1.090
29 H -8.152 1.607 0.331  C24 1.090
30 H -5.890 2.486 1.758  C25 1.090
31 H -7.085 1.428 2.478  C25 1.090
32 C 5.168 2.273 -5.799  C33 1.487, O38 1.350, H39 1.090, H40 1.090
33 C 4.567 3.579 -5.419  C32 1.487, O34 1.392, H41 1.090, H42 1.090
34 O 5.231 4.644 -6.020  C33 1.392, S35 1.667
35 S 6.317 4.035 -7.128  O34 1.667, O36 1.505, O37 1.458, O38 1.671
36 O 7.698 3.952 -6.536  S35 1.505
37 O 6.089 4.660 -8.425  S35 1.458
38 O 5.456 2.603 -7.076  C32 1.350, S35 1.671
39 H 4.263 1.666 -5.794  C32 1.090
40 H 5.909 1.859 -5.115  C32 1.090
41 H 4.409 3.945 -4.404  C33 1.090
42 H 3.559 3.614 -5.832  C33 1.090
43 C -4.561 -7.031 0.612  C44 1.535, O49 1.425, H50 1.090, H51 1.090
44 C -4.891 -5.930 1.630  C43 1.535, O45 1.456, H52 1.090, H53 1.090
45 O -6.325 -6.122 1.800  C44 1.456, S46 1.653
46 S -7.026 -6.845 0.490  O45 1.653, O47 1.407, O48 1.422, O49 1.640
47 O -7.059 -5.946 -0.593  S46 1.407
48 O -8.192 -7.498 0.973  S46 1.422
49 O -5.725 -7.845 0.500  C43 1.425, S46 1.640
50 H -3.775 -7.681 0.996  C43 1.090
51 H -4.296 -6.502 -0.304  C43 1.090
52 H -4.606 -4.920 1.335  C44 1.090
53 H -4.402 -6.106 2.588  C44 1.090
54 C 1.322 6.060 6.759  C55 1.542, O60 1.393, H61 1.090, H62 1.090
55 C 1.314 5.078 7.949  C54 1.542, O56 1.407, H63 1.090, H64 1.090
56 O 2.171 5.741 8.848  C55 1.407, S57 1.687
57 S 3.384 6.662 8.124  O56 1.687, O58 1.451, O59 1.500, O60 1.651
58 O 4.334 5.922 7.315  S57 1.451
59 O 3.876 7.865 8.874  S57 1.500
60 O 2.225 7.085 7.027  C54 1.393, S57 1.651
61 H 0.346 6.487 6.531  C54 1.090
62 H 1.606 5.547 5.840  C54 1.090
63 H 1.697 4.186 7.454  C55 1.090
64 H 0.360 4.879 8.437  C55 1.090
65 C 8.571 -1.393 3.641  C66 1.542, O71 1.415, H72 1.090, H73 1.090
66 C 7.431 -0.898 4.554  C65 1.542, O67 1.431, H74 1.090, H75 1.090
67 O 7.224 -1.894 5.561  C66 1.431, S68 1.676
68 S 8.409 -3.074 5.454  O67 1.676, O69 1.459, O70 1.440, O71 1.616
69 O 7.879 -4.410 5.707  S68 1.459
70 O 9.520 -2.685 6.284  S68 1.440
71 O 8.573 -2.790 3.872  C65 1.415, S68 1.616
72 H 9.511 -1.057 4.078  C65 1.090
73 H 8.528 -0.975 2.636  C65 1.090
74 H 6.462 -0.776 4.069  C66 1.090
75 H 7.745 -0.016 5.112  C66 1.090

Record 2
# C5H12O2

3 unconnected molecules or ions with the total composition C5H12O2 (ωB97M-V with the def2-TZVPD basis set, OMol25).

Its SMILES is C=CC(=C)C.O.O. The calculation puts the energy above the lowest of the compared OMol25 structures with the same formula, charge and spin at 2.9530 eV. As for the net charge: 0. The HOMO energy is -8.73 eV. For the maximum force, the calculation gives 1.656 eV Å⁻¹.

Last columns: bonded neighbours and bond lengths (Å).
Cartesian coordinates (Å):
1 C -2.085 -1.122 -0.670  C2 1.534, H6 1.072, H7 1.115, H8 1.112
2 C -1.048 -0.545 0.302  C1 1.534, C3 1.324, C5 1.486
3 C -0.507 0.656 0.164  C2 1.324, H9 1.097, H10 1.091
4 C 0.782 -1.941 1.465  C5 1.325, H11 1.108, H12 1.077
5 C -0.422 -1.722 0.958  C2 1.486, C4 1.325, H13 1.098
6 H -1.434 -1.844 -1.125  C1 1.072
7 H -2.333 -0.479 -1.547  C1 1.115
8 H -2.943 -1.645 -0.194  C1 1.112
9 H -1.004 1.574 -0.175  C3 1.097
10 H 0.418 0.926 0.676  C3 1.091
11 H 1.654 -1.261 1.528  C4 1.108
12 H 1.015 -2.939 1.798  C4 1.077
13 H -1.069 -2.592 0.783  C5 1.098
14 H 0.712 2.615 1.451  O16 0.974
15 H 0.065 3.629 2.345  O16 0.964
16 O -0.160 2.858 1.812  H14 0.974, H15 0.964
17 H 3.271 1.635 -2.743  O19 0.970
18 H 2.135 1.314 -3.565  O19 0.973
19 O 2.953 0.881 -3.263  H17 0.970, H18 0.973

no.,frontier orbital gap (eV),lowest unoccupied orbital energy (eV)
1,9.969,1.61
2,9.219,0.49